{
  "formula": "C53H47As2Br4CsF2N4O2S3",
  "method": "wB97M-V/def2-TZVPD",
  "e_homo_ev": -1.11,
  "homo_lumo_gap_ev": 4.06,
  "e_above_lowest_kj_mol": 230.5,
  "largest_force_ev_per_a": 2.4,
  "lumo_ev": 2.949,
  "charge": -2,
  "symbols": ["Cs", "C", "As", "C", "C", "C", "C", "C", "C", "C", "As", "C", "C", "H", "H", "H", "H", "H", "H", "H", "H", "H", "H", "H", "H", "H", "H", "H", "H", "N", "S", "N", "S", "N", "S", "N", "C", "C", "C", "C", "C", "C", "C", "C", "C", "C", "C", "C", "C", "C", "C", "C", "C", "C", "C", "C", "C", "C", "C", "C", "C", "C", "C", "C", "C", "C", "C", "C", "C", "C", "C", "C", "H", "H", "H", "H", "H", "H", "H", "H", "H", "H", "H", "H", "H", "H", "H", "H", "H", "H", "H", "H", "H", "H", "H", "H", "H", "H", "H", "H", "H", "H", "Br", "C", "C", "Br", "C", "Br", "C", "O", "C", "O", "C", "Br", "F", "C", "F", "H"],
  "positions_angstrom": [[-0.007, 2.385, -0.136], [1.926, 5.100, -2.978], [1.837, 3.171, -2.648], [1.668, 2.646, -4.539], [3.784, 2.790, -2.492], [4.649, 2.999, -3.569], [5.978, 2.595, -3.521], [6.455, 1.951, -2.383], [5.615, 1.777, -1.291], [4.287, 2.210, -1.316], [3.098, 2.321, 0.277], [4.105, 1.162, 1.524], [3.975, 3.977, 0.872], [2.597, 5.346, -3.804], [2.237, 5.599, -2.059], [0.916, 5.436, -3.210], [2.235, 3.291, -5.216], [0.601, 2.682, -4.795], [2.004, 1.611, -4.657], [4.277, 3.479, -4.466], [6.631, 2.771, -4.367], [7.479, 1.597, -2.345], [6.007, 1.293, -0.402], [5.160, 1.435, 1.604], [4.018, 0.112, 1.235], [3.628, 1.301, 2.497], [5.041, 3.955, 0.653], [3.808, 4.082, 1.946], [3.501, 4.820, 0.366], [-1.894, 0.968, 0.789], [-2.403, -0.031, 1.702], [-3.000, -1.458, 1.057], [-2.047, -2.320, 0.215], [-0.530, -2.113, 0.286], [0.611, -1.410, -0.758], [0.724, 0.021, -0.903], [1.998, -2.283, 0.001], [2.151, -2.120, 1.374], [3.211, -2.733, 2.021], [4.126, -3.490, 1.294], [3.983, -3.618, -0.081], [2.915, -3.015, -0.736], [0.369, -2.346, -2.279], [0.341, -3.736, -2.336], [0.169, -4.351, -3.566], [-0.012, -3.577, -4.710], [-0.015, -2.190, -4.633], [0.197, -1.566, -3.408], [-2.275, -3.981, 0.795], [-3.558, -4.441, 1.027], [-3.733, -5.710, 1.558], [-2.631, -6.499, 1.857], [-1.355, -6.016, 1.635], [-1.170, -4.745, 1.102], [-2.817, -2.267, -1.371], [-3.127, -0.983, -1.806], [-3.820, -0.841, -2.992], [-4.187, -1.968, -3.717], [-3.868, -3.245, -3.267], [-3.179, -3.407, -2.074], [-3.856, 0.454, 2.629], [-3.657, 1.283, 3.724], [-4.755, 1.883, 4.320], [-6.032, 1.656, 3.819], [-6.217, 0.826, 2.719], [-5.123, 0.225, 2.112], [-1.342, -0.623, 3.046], [-0.198, 0.113, 3.304], [0.660, -0.317, 4.310], [0.373, -1.467, 5.034], [-0.794, -2.188, 4.778], [-1.665, -1.762, 3.786], [1.438, -1.512, 1.920], [3.324, -2.615, 3.094], [4.958, -3.967, 1.800], [4.708, -4.190, -0.650], [2.811, -3.110, -1.810], [0.463, -4.324, -1.432], [0.159, -5.435, -3.633], [-0.161, -4.065, -5.668], [-0.188, -1.581, -5.513], [0.207, -0.482, -3.309], [-4.405, -3.803, 0.791], [-4.734, -6.079, 1.744], [-2.772, -7.488, 2.273], [-0.493, -6.623, 1.884], [-0.182, -4.323, 0.943], [-2.823, -0.115, -1.215], [-4.055, 0.152, -3.355], [-4.722, -1.844, -4.652], [-4.147, -4.119, -3.845], [-2.932, -4.393, -1.705], [-2.653, 1.476, 4.097], [-4.606, 2.543, 5.165], [-6.884, 2.141, 4.279], [-7.211, 0.660, 2.323], [-5.238, -0.415, 1.243], [0.017, 1.028, 2.736], [1.554, 0.262, 4.524], [1.050, -1.801, 5.812], [-1.026, -3.080, 5.352], [-2.581, -2.303, 3.579], [-1.495, 8.425, 2.589], [-0.669, 6.715, 2.495], [-0.620, 5.899, 3.608], [-1.413, 6.443, 5.250], [0.028, 4.649, 3.507], [0.060, 3.439, 4.990], [0.659, 4.160, 2.338], [1.259, 3.024, 2.296], [0.555, 5.014, 1.133], [1.016, 4.598, 0.014], [-0.091, 6.260, 1.288], [-0.191, 7.309, -0.299], [-1.981, 0.241, -5.414], [-1.702, 1.566, -4.789], [-3.067, 1.965, -4.425], [-1.300, 1.196, -3.792]]
}

---

{
  "formula": "C53H47BCl5N8P2Rb",
  "method": "wB97M-V/def2-TZVPD",
  "e_homo_ev": -0.12,
  "homo_lumo_gap_ev": 3.20,
  "e_above_lowest_kj_mol": 344.8,
  "largest_force_ev_per_a": 4.4,
  "lumo_ev": 3.085,
  "charge": -2,
  "symbols": ["Rb", "B", "N", "C", "C", "C", "N", "N", "C", "C", "C", "N", "H", "H", "H", "H", "H", "H", "H", "H", "C", "C", "C", "C", "C", "C", "C", "P", "C", "C", "C", "C", "C", "C", "C", "C", "C", "C", "C", "C", "C", "C", "H", "H", "H", "H", "H", "H", "H", "H", "H", "H", "H", "H", "H", "H", "H", "H", "H", "H", "H", "H", "N", "P", "C", "C", "C", "C", "C", "C", "C", "C", "C", "C", "C", "C", "C", "C", "C", "C", "C", "N", "H", "H", "H", "H", "H", "H", "H", "H", "H", "H", "H", "H", "H", "H", "H", "Cl", "C", "C", "C", "Cl", "C", "Cl", "C", "Cl", "C", "Cl", "N", "C", "C", "N", "C", "H", "H", "H", "H"],
  "positions_angstrom": [[-1.271, 0.429, 2.490], [1.390, -1.031, 4.908], [0.570, 0.086, 5.587], [0.029, 0.255, 6.832], [-0.115, 1.605, 7.093], [0.368, 2.236, 5.935], [0.818, 1.335, 5.012], [0.480, -2.268, 4.678], [0.116, -3.223, 5.555], [-0.942, -3.997, 5.061], [-1.177, -3.383, 3.772], [-0.391, -2.284, 3.615], [1.921, -0.721, 3.900], [2.236, -1.418, 5.739], [-0.091, -0.535, 7.616], [-0.413, 2.138, 8.048], [0.444, 3.308, 5.650], [0.594, -3.278, 6.528], [-1.446, -4.817, 5.519], [-1.917, -3.594, 3.011], [-0.449, -5.515, -3.903], [-1.689, -4.789, -4.300], [-2.213, -4.899, -5.564], [-3.289, -4.141, -5.995], [-3.802, -3.153, -5.155], [-3.279, -2.990, -3.909], [-2.278, -3.840, -3.422], [-1.889, -3.596, -1.702], [-0.184, -4.114, -1.142], [-0.014, -5.410, -0.561], [1.248, -5.775, -0.167], [2.360, -4.940, -0.143], [2.216, -3.640, -0.698], [0.936, -3.221, -1.218], [0.785, -1.907, -1.888], [-3.085, -4.529, -0.779], [-3.192, -5.919, -1.023], [-4.089, -6.681, -0.282], [-4.879, -6.136, 0.707], [-4.763, -4.766, 0.956], [-3.774, -3.931, 0.359], [-3.530, -2.687, 0.874], [-0.133, -6.089, -4.786], [-0.651, -6.337, -3.187], [0.383, -4.899, -3.564], [-1.731, -5.572, -6.321], [-3.652, -4.158, -7.030], [-4.574, -2.413, -5.422], [-3.633, -2.198, -3.276], [-0.862, -6.078, -0.469], [1.413, -6.779, 0.245], [3.296, -5.349, 0.243], [3.097, -3.029, -0.781], [0.875, -1.931, -3.003], [1.428, -1.081, -1.441], [-0.262, -1.592, -1.823], [-2.687, -6.321, -1.920], [-4.014, -7.744, -0.352], [-5.566, -6.741, 1.271], [-5.462, -4.248, 1.639], [-4.119, -2.298, 1.705], [-2.752, -2.041, 0.407], [0.451, 3.733, -0.672], [2.087, 3.865, -0.687], [2.969, 3.927, 0.815], [4.325, 3.618, 0.906], [4.894, 3.435, 2.192], [4.196, 3.758, 3.354], [2.869, 4.252, 3.225], [2.258, 4.323, 1.954], [2.608, 5.367, -1.583], [3.874, 5.944, -1.346], [4.247, 7.094, -1.993], [3.578, 7.545, -3.126], [2.312, 6.945, -3.373], [1.782, 5.937, -2.609], [-0.462, 4.635, -0.212], [-0.135, 6.011, -0.022], [-1.098, 6.768, 0.589], [-2.322, 6.212, 0.962], [-2.493, 4.816, 0.899], [-1.570, 4.035, 0.319], [0.008, 2.816, -0.714], [4.894, 3.338, 0.027], [5.945, 3.115, 2.274], [4.608, 3.574, 4.327], [2.340, 4.425, 4.146], [1.256, 4.806, 1.894], [4.424, 5.573, -0.511], [5.091, 7.664, -1.685], [3.954, 8.313, -3.768], [1.812, 7.251, -4.254], [0.787, 5.550, -2.837], [0.761, 6.522, -0.403], [-0.829, 7.817, 0.787], [-3.115, 6.872, 1.235], [-3.346, 4.303, 1.275], [1.968, 1.033, 1.217], [2.859, 1.228, -0.365], [2.562, 2.235, -1.253], [2.944, 1.992, -2.599], [2.638, 3.256, -3.759], [3.543, 0.805, -2.937], [3.325, 0.246, -4.601], [4.172, 0.052, -1.960], [5.243, -1.203, -2.361], [3.931, 0.306, -0.627], [4.767, -0.506, 0.696], [-4.633, 0.867, -1.746], [-3.479, 1.457, -2.257], [-2.554, 1.335, -1.222], [-3.128, 0.730, -0.146], [-4.367, 0.410, -0.529], [-5.500, 0.848, -2.281], [-3.346, 1.812, -3.259], [-1.523, 1.627, -1.210], [-5.128, -0.056, 0.087]]
}

---

{
  "formula": "C53H47F3N5O2OsS3Sb",
  "method": "wB97M-V/def2-TZVPD",
  "e_homo_ev": [-6.97, -6.97],
  "homo_lumo_gap_ev": [5.90, 5.90],
  "e_above_lowest_kj_mol": 153.8,
  "largest_force_ev_per_a": 4.2,
  "lumo_ev": [-1.064, -1.064],
  "symbols": ["Os", "S", "C", "C", "C", "C", "N", "C", "C", "C", "S", "C", "N", "H", "H", "C", "C", "C", "C", "C", "C", "C", "C", "C", "C", "H", "H", "H", "H", "H", "H", "H", "H", "H", "H", "H", "H", "F", "C", "C", "C", "C", "C", "C", "Sb", "C", "C", "C", "C", "F", "C", "C", "C", "C", "C", "C", "F", "C", "C", "H", "H", "H", "H", "H", "H", "H", "H", "H", "H", "H", "H", "O", "S", "C", "C", "C", "C", "H", "H", "H", "H", "H", "H", "H", "H", "C", "C", "C", "C", "C", "N", "C", "O", "N", "C", "C", "C", "C", "N", "C", "C", "C", "H", "H", "H", "H", "H", "H", "H", "H", "H", "H", "H", "H", "H"],
  "positions_angstrom": [[-0.534, 0.130, 0.586], [0.582, 0.378, 3.098], [1.693, -0.857, 2.640], [2.125, -1.798, 3.574], [2.977, -2.833, 3.216], [3.318, -3.816, 4.178], [3.558, -4.611, 4.971], [3.470, -2.903, 1.895], [3.108, -1.920, 0.979], [2.207, -0.920, 1.318], [1.753, 0.270, 0.121], [4.262, -3.995, 1.472], [4.846, -4.904, 1.084], [1.758, -1.730, 4.588], [3.522, -1.932, -0.020], [-1.524, 4.347, -0.112], [-1.950, 2.870, -0.066], [-3.212, 2.775, 0.821], [-0.873, 2.062, 0.609], [-2.223, 2.330, -1.466], [-3.155, 1.315, -1.661], [-3.423, 0.818, -2.929], [-2.804, 1.362, -4.041], [-1.877, 2.376, -3.859], [-1.570, 2.836, -2.590], [-1.518, 4.754, 0.898], [-2.218, 4.926, -0.719], [-0.518, 4.451, -0.511], [-3.048, 3.336, 1.738], [-3.418, 1.744, 1.098], [-4.074, 3.183, 0.298], [-0.303, 2.664, 1.327], [-3.718, 0.938, -0.821], [-4.164, 0.039, -3.048], [-3.046, 1.006, -5.033], [-1.399, 2.820, -4.719], [-0.849, 3.633, -2.493], [0.127, 0.944, -8.804], [0.090, 0.566, -7.509], [0.781, 1.306, -6.569], [0.739, 0.901, -5.246], [0.028, -0.226, -4.859], [-0.682, -0.925, -5.824], [-0.653, -0.543, -7.155], [-0.067, -0.816, -2.763], [-0.721, -2.816, -3.299], [-1.942, -3.255, -2.805], [-2.440, -4.512, -3.113], [-1.688, -5.325, -3.938], [-2.135, -6.563, -4.232], [-0.484, -4.910, -4.479], [-0.011, -3.648, -4.157], [2.070, -1.189, -2.784], [2.629, -2.453, -2.686], [4.004, -2.634, -2.711], [4.811, -1.524, -2.859], [6.146, -1.691, -2.930], [4.289, -0.246, -2.926], [2.916, -0.089, -2.870], [1.335, 2.181, -6.877], [1.271, 1.485, -4.509], [-1.265, -1.789, -5.540], [-1.196, -1.092, -7.911], [-2.532, -2.593, -2.183], [-3.395, -4.844, -2.732], [0.064, -5.574, -5.133], [0.908, -3.296, -4.608], [1.986, -3.319, -2.603], [4.449, -3.614, -2.623], [4.954, 0.599, -3.018], [2.505, 0.910, -2.875], [-0.227, -2.168, -0.051], [-0.009, -3.329, 0.891], [-1.437, -4.460, 0.596], [-0.865, -5.810, 0.207], [0.318, -5.500, -0.703], [1.149, -4.483, 0.058], [-1.997, -4.007, -0.221], [-2.039, -4.495, 1.501], [-1.617, -6.420, -0.294], [-0.530, -6.359, 1.091], [-0.034, -5.073, -1.645], [0.903, -6.390, -0.934], [1.824, -3.897, -0.560], [1.708, -4.956, 0.866], [-7.266, 3.449, 0.473], [-6.871, 2.072, 0.027], [-6.372, 1.120, 0.901], [-5.990, -0.141, 0.464], [-6.058, -0.464, -0.886], [-5.633, -1.674, -1.463], [-5.209, -2.901, -1.036], [-5.255, -3.850, -1.799], [-4.784, -3.108, 0.265], [-3.933, -2.362, 1.080], [-3.909, -2.630, 2.453], [-3.166, -1.775, 3.257], [-2.414, -0.776, 2.687], [-2.295, -0.616, 1.347], [-3.093, -1.385, 0.568], [-6.596, 0.480, -1.765], [-7.004, 1.716, -1.313], [-7.212, 3.549, 1.555], [-8.283, 3.672, 0.151], [-6.608, 4.193, 0.021], [-6.267, 1.353, 1.952], [-5.653, -0.860, 1.188], [-5.885, -1.742, -2.442], [-4.886, -4.080, 0.527], [-4.498, -3.437, 2.864], [-3.191, -1.881, 4.330], [-1.869, -0.075, 3.300], [-3.054, -1.193, -0.497], [-6.701, 0.240, -2.816], [-7.431, 2.424, -2.009]]
}

---

{
  "formula": "C53H48AsN5P3PdSSe2",
  "method": "wB97M-V/def2-TZVPD",
  "e_homo_ev": [-9.46, -9.46],
  "homo_lumo_gap_ev": [4.47, 4.49],
  "e_above_lowest_kj_mol": 235.5,
  "largest_force_ev_per_a": 1.7,
  "lumo_ev": [-4.994, -4.972],
  "charge": 1,
  "symbols": ["Pd", "Se", "P", "C", "C", "C", "C", "C", "C", "C", "C", "C", "C", "C", "C", "C", "C", "N", "N", "N", "P", "Se", "C", "C", "C", "C", "C", "C", "C", "C", "C", "C", "C", "C", "H", "H", "H", "H", "H", "H", "H", "H", "H", "H", "H", "H", "H", "H", "H", "H", "H", "H", "H", "H", "N", "C", "N", "S", "H", "H", "H", "H", "C", "C", "As", "C", "C", "C", "C", "C", "C", "C", "C", "C", "C", "C", "C", "P", "C", "C", "C", "C", "C", "C", "C", "C", "C", "C", "C", "C", "H", "H", "H", "H", "H", "H", "H", "H", "H", "H", "H", "H", "H", "H", "H", "H", "H", "H", "H", "H", "H", "H", "H", "H"],
  "positions_angstrom": [[-1.831, -1.378, 0.359], [3.886, -2.178, 3.093], [3.862, -2.204, 0.966], [4.676, -3.722, 0.389], [5.990, -3.835, -0.045], [6.505, -5.084, -0.354], [5.730, -6.220, -0.193], [4.435, -6.114, 0.293], [3.908, -4.870, 0.576], [4.456, -0.608, 0.310], [5.562, -0.390, -0.499], [5.904, 0.906, -0.854], [5.132, 1.976, -0.434], [4.015, 1.760, 0.359], [3.689, 0.473, 0.741], [2.204, -2.289, 0.299], [0.901, -2.264, 0.810], [0.105, -2.238, -0.285], [0.838, -2.237, -1.356], [2.097, -2.266, -1.042], [0.153, -2.363, 2.449], [-2.015, -2.443, 2.548], [0.723, -3.984, 3.043], [1.305, -4.300, 4.261], [1.562, -5.628, 4.562], [1.231, -6.631, 3.667], [0.650, -6.316, 2.448], [0.394, -4.995, 2.137], [0.606, -0.783, 3.243], [0.182, 0.333, 2.521], [0.407, 1.606, 3.005], [1.064, 1.769, 4.216], [1.476, 0.663, 4.938], [1.240, -0.618, 4.465], [6.623, -2.966, -0.133], [7.521, -5.168, -0.710], [6.138, -7.190, -0.433], [3.842, -7.001, 0.459], [2.897, -4.782, 0.956], [6.154, -1.211, -0.868], [6.782, 1.078, -1.460], [5.400, 2.981, -0.725], [3.408, 2.593, 0.689], [2.836, 0.296, 1.387], [1.571, -3.528, 4.965], [2.016, -5.877, 5.509], [1.420, -7.663, 3.919], [0.389, -7.093, 1.746], [-0.076, -4.741, 1.191], [-0.348, 0.190, 1.564], [0.070, 2.470, 2.443], [1.253, 2.759, 4.599], [1.987, 0.784, 5.879], [1.566, -1.469, 5.038], [-4.217, -4.770, -2.657], [-3.641, -3.644, -2.229], [-3.769, -2.520, -2.936], [-2.765, -3.676, -0.799], [-4.736, -4.828, -3.516], [-4.094, -5.604, -2.108], [-4.264, -2.498, -3.811], [-3.294, -1.686, -2.615], [-2.034, 2.144, -0.466], [-0.630, 2.706, -0.429], [-0.317, 4.469, 0.493], [-2.048, 4.779, 1.371], [-2.010, 4.909, 2.757], [-3.167, 5.104, 3.488], [-4.390, 5.149, 2.841], [-4.440, 5.048, 1.461], [-3.276, 4.882, 0.732], [-0.406, 5.622, -1.086], [-1.290, 5.501, -2.149], [-1.221, 6.369, -3.225], [-0.250, 7.354, -3.264], [0.660, 7.464, -2.228], [0.574, 6.608, -1.146], [-2.105, 0.395, -1.101], [-3.869, 0.345, -1.544], [-4.675, -0.425, -0.704], [-6.046, -0.439, -0.873], [-6.620, 0.290, -1.904], [-5.822, 1.042, -2.751], [-4.452, 1.089, -2.565], [-1.070, 0.319, -2.597], [0.308, 0.362, -2.368], [1.206, 0.152, -3.395], [0.739, -0.158, -4.663], [-0.624, -0.222, -4.898], [-1.528, 0.019, -3.877], [-2.692, 2.740, -1.106], [-2.492, 2.104, 0.535], [-0.266, 2.834, -1.451], [0.041, 2.000, 0.072], [-1.049, 4.864, 3.261], [-3.118, 5.217, 4.560], [-5.300, 5.279, 3.407], [-5.390, 5.097, 0.950], [-3.333, 4.849, -0.347], [-2.038, 4.718, -2.158], [-1.918, 6.269, -4.044], [-0.203, 8.035, -4.099], [1.443, 8.206, -2.267], [1.283, 6.686, -0.327], [-4.208, -1.008, 0.106], [-6.664, -1.004, -0.194], [-7.690, 0.289, -2.043], [-6.266, 1.611, -3.554], [-3.845, 1.714, -3.204], [0.676, 0.542, -1.366], [2.266, 0.197, -3.198], [1.436, -0.373, -5.458], [-0.990, -0.472, -5.883], [-2.588, -0.029, -4.083]]
}